This record from the OMol25 dataset describes a 3-piece molecular cluster, C3H14N2O2 overall in a non-equilibrium geometry. The level of theory is the ωB97M-V functional and the def2-TZVPD basis.

Structure (XYZ):
```
21
C3H14N2O2 the ωB97M-V functional and the def2-TZVPD basis
H 0.4427 2.5675 0.6119
O -4.8595 0.6576 -4.0017
H 1.9066 0.2906 1.5408
C 0.1957 -0.2618 -0.7078
H -0.6293 -1.8469 6.0869
O 0.2146 -2.0845 5.5660
H 1.0257 -1.3412 -2.2273
H 2.9745 1.1601 0.7487
N 0.4562 -1.5225 -1.3033
H -0.4455 0.3085 -1.4359
H 1.1415 -2.0132 -0.6831
C 0.9064 2.2745 -0.3743
H -4.2069 0.6586 -3.2819
H 2.3024 0.3895 -1.2914
H 0.2096 2.4292 -1.2292
H -5.5881 1.0330 -3.5367
H 0.6967 -2.6926 6.1153
H -0.3369 -0.3667 0.2787
C 1.5248 0.6951 -0.4995
N 2.4333 0.3391 0.6980
H 1.6778 2.8753 -0.4849
```

Calculated values
HOMO-LUMO gap: 9.8 eV
energy relative to the best compared isomer or geometry (same formula, charge and spin): 55.75 kcal per mole
DFT total energy: -382.6109 Eh
structure (SMILES): C[C@@H](N)CN.O.O
highest occupied orbital energy: -9.02 eV

---

This record from the OMol25 dataset describes C21H19IrN3O2S as an isolated structure. The level of theory is the ωB97M-V functional and the def2-TZVPD basis.

Structure (XYZ):
```
47
C21H19IrN3O2S the ωB97M-V functional and the def2-TZVPD basis
C -2.8198 -2.0113 0.7213
C -2.7978 -1.0563 1.7830
H -4.0166 -3.3401 1.9167
H -2.6774 2.7134 1.8140
H -1.7317 3.0443 3.2856
H 2.3227 -2.5527 -2.3662
H -3.1940 0.9017 3.4077
N -2.0954 0.0260 1.8192
C 2.0232 0.0336 -4.4762
C 4.0934 2.8195 1.3280
H 1.0460 -1.0119 -0.9193
Ir -0.8863 0.6787 0.3453
C 2.3991 -1.1980 -4.0423
C 0.9433 0.5365 -2.3927
C 4.2722 1.5144 0.8605
C -2.2236 -1.7971 -0.5476
C 1.3217 -0.7355 -1.9261
H 5.2665 1.1707 0.6052
C -3.6880 -4.1536 -0.0217
H -3.2058 -4.6782 -2.0546
H -1.9506 -2.6027 -2.5054
C -3.5556 -3.1979 0.9463
H 1.0277 1.7565 -4.0026
S 0.1125 1.7475 -1.5188
O -1.5498 -0.7185 -0.8949
C 1.9091 1.0696 1.0375
H -4.2453 -5.0591 0.1703
O 0.9289 0.1726 0.9316
H 0.3922 3.5436 2.7865
N 1.3127 0.8479 -3.6590
H -3.4517 -1.2591 2.6308
C -3.0989 -3.9333 -1.2765
C 1.7274 2.3788 1.5230
N -0.6545 2.2041 1.6651
H 2.9622 -1.8532 -4.6884
C -1.8751 2.3488 2.4577
C 2.0322 -1.5786 -2.7380
C 3.2077 0.6493 0.7240
H 3.3496 -0.3667 0.3805
H 2.6692 4.2268 2.0749
H 4.9385 3.4843 1.4333
C -2.1988 0.9444 2.9644
C -2.3954 -2.7853 -1.5363
C 0.4367 2.7707 2.0197
C 2.8299 3.2320 1.6759
H -1.4622 0.6477 3.7149
H 2.2493 0.4257 -5.4564
```

Calculated values
net charge: +1
HOMO-LUMO gap: 7.3 eV
energy relative to the best compared isomer or geometry (same formula, charge and spin): 0.45 kcal per mole
DFT total energy: -1628.7373 Eh
highest occupied orbital energy: -10.55 eV

---

This record from the OMol25 dataset describes C11H20N4PPb as an isolated structure in a non-equilibrium geometry. The level of theory is the ωB97M-V functional and the def2-TZVPD basis.

Structure (XYZ):
```
37
C11H20N4PPb the ωB97M-V functional and the def2-TZVPD basis
C -0.7480 2.8699 0.8128
H 1.8432 2.4632 4.0587
C 1.0286 1.0428 -1.5738
H 2.1999 1.5023 1.8936
H -1.0001 -2.4068 -0.9022
C -0.3110 -1.6812 -1.3240
N 1.6776 3.5361 2.2503
H 0.7937 5.4615 2.2494
H -2.1211 3.3949 3.0114
C -1.0788 3.7510 3.0075
H 2.0354 1.0636 -3.3559
H 1.9579 2.5120 0.4294
N -0.6931 4.0967 1.6092
C 1.1810 3.2186 3.6078
H -1.7828 2.4649 0.8026
H -1.0327 4.6701 3.6217
H 0.3634 0.7406 3.2253
C 0.7338 4.5298 1.6522
H -1.3344 1.1821 2.7954
H -0.3575 -1.4588 3.0197
C -0.2907 1.5339 2.8201
N -0.2157 2.7161 3.6425
H -2.3542 -0.7300 2.2902
H 1.2419 4.1356 4.2215
H 1.0606 4.7652 0.6279
N 0.1696 1.8654 1.4356
H -1.4775 -2.6236 1.4576
P -1.1619 -1.3444 1.8794
C 1.4437 0.4302 -2.7149
H 0.1680 -2.7477 -2.9895
C 1.5824 2.3127 1.4446
H 1.5779 -1.1648 -4.1132
Pb 0.0365 -0.0345 -0.0648
H 1.2024 2.0976 -1.3383
C 0.3526 -1.8077 -2.5076
C 1.1738 -0.8708 -3.1513
H -0.4407 3.0732 -0.2277
```

Calculated values
net charge: +1
HOMO-LUMO gap (alpha / beta): 6.5 / 6.5 eV
DFT total energy: -1183.8920 Eh
highest occupied orbital energy (alpha / beta): -10.72 / -10.72 eV

---

This record from the OMol25 dataset describes a 3-piece molecular cluster, C15H30NO7S2 overall in a non-equilibrium geometry. The level of theory is the ωB97M-V functional and the def2-TZVPD basis.

Structure (XYZ):
```
55
C15H30NO7S2 the ωB97M-V functional and the def2-TZVPD basis
H 1.1091 -0.0415 -2.8533
H -1.1159 -0.9623 1.0161
H 4.5810 -2.4423 -3.5528
O -0.0030 0.5137 -0.5571
O -1.9965 -1.2952 5.8191
H 0.3196 4.4564 -2.2261
C 0.3461 -3.4610 4.9963
H 4.6180 -1.3751 -2.1575
H -1.8601 0.3461 -1.5707
C 4.1612 -1.5291 -3.1367
H -2.1340 5.6933 -1.1687
C -0.2078 1.7616 -0.6825
S 3.0999 0.8218 -3.8029
H -0.5981 -4.6330 3.4463
O -2.2847 -1.3860 3.3288
H -2.6809 -0.2951 0.6474
H -1.7898 2.9862 -2.0859
C 0.0453 -2.1017 4.3722
H 4.4767 -0.5968 -5.0944
H 2.1859 -1.9738 -3.9110
N 0.5398 2.5403 -1.3616
H 0.2720 -2.0969 3.3057
C 0.0141 3.9189 -1.3453
H -2.2460 -1.8480 0.0265
C 4.4604 -0.3223 -4.0419
H 2.4384 0.0969 -1.6663
H -2.1949 2.0351 0.2057
C 2.6351 -1.6245 -2.9793
H 0.3161 4.4246 -0.4438
H -0.7589 -5.3463 5.0444
O 2.3538 0.9407 -5.0270
O -4.1736 3.3007 -1.0175
H -2.5304 -3.8461 5.6565
C -0.7598 -4.4032 4.5016
C -1.3198 2.5708 -0.0911
C -2.0973 -3.6707 4.6742
C 2.1708 -0.2033 -2.6794
H 0.5462 -1.2727 4.8665
S -1.7266 -1.9175 4.5524
H 0.3098 -3.3858 6.0845
C -1.4718 3.5966 -1.2641
H 1.3570 2.2345 -1.8837
H -2.6379 4.6316 0.1976
O -3.6855 4.5268 -1.5082
H 2.3495 -2.3163 -2.1882
C -1.8609 -0.8693 0.2459
H 5.3895 0.1741 -3.7752
H -0.8613 -1.0558 -1.6028
C -2.4462 4.7091 -0.8654
H 1.3364 -3.8167 4.7174
H -0.8241 3.0532 0.7414
H -2.8156 -3.9326 3.9020
H -4.6924 2.9536 -1.7583
C -1.1990 -0.2591 -0.9688
O 3.5410 1.9935 -3.0807
```

Calculated values
net charge: +1
HOMO-LUMO gap: 9.7 eV
DFT total energy: -1966.9818 Eh
highest occupied orbital energy: -12.55 eV

---

This record from the OMol25 dataset describes a single C4H3F2N molecule in a non-equilibrium geometry. The level of theory is the ωB97M-V functional and the def2-TZVPD basis.

Structure (XYZ):
```
10
C4H3F2N the ωB97M-V functional and the def2-TZVPD basis
H 1.1463 -1.4108 0.4141
C 1.5739 -0.3731 0.4652
F -1.3979 1.5929 -0.1263
C -1.4517 -0.7299 -0.0191
H 2.1072 -0.5313 1.4581
C -0.7385 0.5043 -0.0007
C 0.5630 0.6649 0.3058
H 0.8683 1.6848 0.2564
F 2.5692 -0.2693 -0.5346
N -2.0491 -1.7217 -0.0981
```

Calculated values
HOMO-LUMO gap: 10.4 eV
energy relative to the best compared isomer or geometry (same formula, charge and spin): 26.80 kcal per mole
DFT total energy: -408.6430 Eh
structure (SMILES): N#C/C(F)=C\CF
highest occupied orbital energy: -10.55 eV

---

This record from the OMol25 dataset describes a single C2H6N2S molecule in a non-equilibrium geometry. The level of theory is the ωB97M-V functional and the def2-TZVPD basis.

Structure (XYZ):
```
11
C2H6N2S the ωB97M-V functional and the def2-TZVPD basis
H -2.2486 0.2536 1.2023
C -2.1449 0.1031 0.1299
N 1.8425 0.5352 -0.1847
H 0.0584 1.4920 -0.4496
H -2.9524 -0.5448 -0.2124
H 3.3790 -0.5070 0.3303
C 0.5489 0.5604 -0.3526
S -0.6193 -0.7810 -0.3520
H 1.9052 -1.5551 0.2080
N 2.3791 -0.6479 0.0209
H -2.1479 1.0915 -0.3401
```

Calculated values
HOMO-LUMO gap: 8.8 eV
energy relative to the best compared isomer or geometry (same formula, charge and spin): 37.73 kcal per mole
DFT total energy: -587.4439 Eh
structure (SMILES): CS/C=N\N
highest occupied orbital energy: -7.91 eV

---

This record from the OMol25 dataset describes C14H46MnO14 as an isolated structure in a non-equilibrium geometry. The level of theory is the ωB97M-V functional and the def2-TZVPD basis.

Structure (XYZ):
```
75
C14H46MnO14 the ωB97M-V functional and the def2-TZVPD basis
Mn 2.5701 0.6032 -2.4418
C 4.3748 -0.8850 -3.3696
H 5.3070 2.2466 -2.6790
O -3.7003 1.1259 -2.2001
H -3.3478 2.8838 -1.5824
H -1.6344 2.3712 -0.2419
H 2.3158 -3.3234 3.4403
C 5.6522 -1.5771 -3.7747
O -1.8390 -0.5059 3.0485
O 1.4366 1.0692 -0.6231
H -0.9907 3.4303 -1.5757
H -2.5863 3.9079 3.2300
H 0.9674 2.4321 0.5653
H 6.2048 1.0032 -1.7319
H -0.8310 -2.2011 3.6877
H -2.0016 1.4159 -3.3649
H -1.3338 4.0419 0.0513
H 1.2218 -3.0077 0.8358
H -0.4955 -0.7233 4.6136
O 0.1332 -3.1756 -3.3947
C -1.6735 3.3541 -0.7225
H -3.2659 0.3744 -4.0637
O 3.7236 -1.2871 -2.3710
H -0.2848 -1.0712 0.7414
O 0.8873 -0.7350 -1.7450
H 0.4764 -2.3385 -3.0670
H 2.5923 3.3644 1.8256
H -2.6169 2.9961 4.7341
O -1.3301 2.2847 3.3093
C -4.3491 0.4937 0.8745
H -0.7359 -3.5977 -1.5698
H -1.2606 4.0614 4.4277
H 2.2942 -1.8109 1.6071
H -4.3414 0.4217 -2.0589
C 2.0212 -2.8733 1.5587
H -2.7225 -2.2338 0.1854
H 1.4112 3.5444 3.1371
H -1.6578 0.4474 2.9720
H 2.0076 1.9246 2.6384
O 1.5777 -3.3215 2.8266
H -5.9705 1.5392 0.5002
H -2.0087 -3.4351 1.3022
H 0.9983 -4.0221 -1.7236
H 6.2221 -1.8544 -2.8891
O -2.9945 3.6600 -1.1156
H -0.7476 0.6407 0.7928
H -4.2208 -0.5527 1.1391
O -5.6448 0.6547 0.3214
H 4.3692 1.3026 -0.1837
H 5.9744 2.6795 -1.1167
C 0.0272 -4.0132 -2.2322
H 0.1906 -0.9592 2.9958
H 6.2779 -0.8391 -4.2829
H -2.1524 -0.1722 -2.7449
C -2.7505 0.6535 -3.1464
H 2.9083 -3.4010 1.1965
C 5.5377 1.8616 -1.6895
H -4.2170 1.0382 1.8160
H -3.7374 -2.8861 1.4125
C 0.6811 0.0576 -0.7967
C -0.7012 -1.1242 3.6137
H -3.5679 0.8428 0.1952
H -0.2081 -5.0338 -2.5150
O -3.4160 -4.1334 -0.1436
H 5.4834 -2.4250 -4.4306
H -3.6894 -4.9016 0.3618
H -0.6918 2.6009 2.6450
O 4.2639 1.4650 -1.1263
C -2.9035 -3.1460 0.7504
H -1.3921 -0.3581 -0.4161
O 0.6134 2.8439 1.3751
C -0.4663 -0.1816 0.1399
O 4.0145 0.1749 -3.9820
C 1.7038 2.9219 2.2944
C -1.9613 3.3719 3.9502
```

Calculated values
HOMO-LUMO gap (alpha / beta): 9.3 / 8.8 eV
2S+1: 6
energy relative to the best compared isomer or geometry (same formula, charge and spin): 19.87 kcal per mole
DFT total energy: -2765.3218 Eh
highest occupied orbital energy (alpha / beta): -9.58 / -9.58 eV

---

Number 7 is which compound? C14H46MnO14